73
Properties=species:S:1:pos:R:3:forces:R:3 method="wB97M-V/def2-TZVPD" homo_energy_ev=-1.885 relative_energy_kcal_mol=3.1 total_charge=-2 e_tot_ev=-133172.291 gap_ev=6.0
Ca 1.799 0.173 -0.521 0.119 -0.033 0.017
S 6.834 -5.747 0.329 -0.016 0.063 0.009
C 5.767 -4.464 0.185 0.064 -0.068 0.020
S 4.446 -4.192 1.239 0.001 -0.051 -0.022
C 3.769 -2.763 0.484 -0.044 0.092 0.012
C 4.444 -2.317 -0.606 -0.045 0.048 0.047
S 4.102 -0.953 -1.639 0.003 -0.017 -0.031
S 5.856 -3.266 -1.031 0.003 -0.048 -0.031
S 2.324 -2.117 1.221 0.008 -0.036 -0.083
O -2.826 3.939 -2.749 -0.031 -0.065 0.014
C -1.875 3.304 -2.343 0.143 0.174 -0.044
C -0.957 2.444 -3.183 -0.143 -0.096 0.083
O -1.096 2.217 -4.379 0.067 0.068 -0.017
C 0.057 1.907 -2.269 -0.005 0.010 -0.031
C -0.202 2.381 -0.950 0.074 -0.021 0.060
O 0.522 2.030 0.043 -0.112 0.115 -0.058
C -1.378 3.240 -0.920 -0.127 -0.094 0.013
O -1.893 3.771 0.057 0.038 0.017 -0.012
O 1.011 1.119 -2.533 0.014 -0.078 -0.052
C 3.479 0.581 3.505 -0.008 0.005 0.033
P 2.283 1.298 2.316 -0.012 0.012 0.075
C 2.279 3.070 2.808 0.012 -0.036 0.045
C 2.248 4.041 1.814 -0.031 0.015 0.000
C 2.220 5.391 2.146 0.010 -0.024 -0.032
C 2.229 5.781 3.474 0.004 0.015 0.026
C 2.255 4.818 4.477 0.006 0.024 0.002
C 2.275 3.474 4.144 -0.002 -0.013 -0.050
C 0.669 0.779 3.023 -0.003 0.063 -0.023
C 0.518 -0.449 3.661 0.015 -0.031 -0.001
C -0.730 -0.859 4.115 0.012 -0.015 0.005
C -1.839 -0.046 3.937 -0.016 0.006 -0.002
C -1.697 1.178 3.294 -0.022 -0.002 0.009
C -0.456 1.588 2.835 0.038 -0.015 0.023
H 3.565 -0.482 3.281 0.004 -0.009 -0.010
H 3.194 0.719 4.549 -0.006 -0.002 0.005
H 4.450 1.047 3.329 0.004 -0.002 -0.004
H 2.201 3.730 0.778 0.006 0.001 -0.007
H 2.175 6.134 1.359 0.002 0.007 -0.001
H 2.204 6.833 3.733 -0.005 -0.002 -0.001
H 2.249 5.118 5.519 0.000 0.001 -0.001
H 2.269 2.729 4.930 0.003 -0.008 0.015
H 1.368 -1.110 3.775 0.005 -0.006 -0.001
H -0.832 -1.824 4.596 0.000 -0.001 -0.002
H -2.813 -0.370 4.285 0.001 0.002 0.000
H -2.558 1.815 3.129 0.004 0.002 -0.006
H -0.371 2.522 2.294 -0.011 0.005 -0.010
C 0.568 -2.977 -1.869 0.037 0.016 0.016
C -0.490 -2.215 -1.150 -0.028 0.077 -0.039
N -0.352 -1.030 -0.610 0.001 -0.023 0.055
C -1.563 -0.696 -0.043 0.047 0.042 -0.043
C -2.452 -1.696 -0.253 -0.042 -0.005 0.042
N -1.761 -2.671 -0.953 -0.009 -0.002 -0.083
C -2.343 -3.823 -1.567 -0.032 -0.025 -0.005
N -3.269 -3.450 -2.627 0.021 0.053 -0.029
N -4.301 -4.276 -2.884 -0.003 -0.040 0.024
N -4.973 -3.830 -3.879 -0.022 -0.011 0.018
C -4.384 -2.664 -4.307 0.030 0.039 -0.023
C -4.758 -1.787 -5.336 0.007 -0.026 0.015
C -3.987 -0.668 -5.516 0.016 -0.009 0.019
C -2.861 -0.402 -4.701 -0.010 0.009 -0.038
C -2.480 -1.252 -3.691 -0.027 -0.045 -0.003
C -3.269 -2.401 -3.509 -0.004 0.013 0.015
H 1.438 -2.342 -2.037 -0.014 0.011 0.013
H 0.219 -3.331 -2.842 0.001 -0.007 0.014
H 0.906 -3.821 -1.265 -0.003 -0.025 -0.014
H -1.695 0.242 0.472 -0.005 0.005 0.015
H -3.488 -1.814 0.009 -0.006 0.008 -0.004
H -2.923 -4.404 -0.851 0.010 -0.003 -0.001
H -1.542 -4.447 -1.959 -0.006 0.019 -0.010
H -5.627 -1.996 -5.946 -0.006 -0.004 0.001
H -4.241 0.045 -6.290 -0.004 0.000 -0.003
H -2.287 0.504 -4.860 -0.012 -0.032 0.012
H -1.623 -1.011 -3.078 0.043 -0.011 0.049